Computed, not measured: a molecular structure, C37H78F2N8O13RbS2, with wB97M-V/def2-TZVPD.

CARTESIAN COORDINATES (ANGSTROEM)
1 Rb 9.598890 -14.127840 8.062280
2 S 6.881980 -11.558750 8.700300
3 S 8.650880 -10.080770 8.534310
4 F 6.552550 -12.633300 9.864920
5 F 10.241800 -10.144280 8.449660
6 O 14.007130 -14.768440 12.684650
7 O 15.048400 -10.479400 9.108040
8 O 14.078200 -13.444270 4.819300
9 O 11.927180 -16.304250 6.859300
10 O 6.441770 -12.349760 7.576060
11 O 12.299090 -9.076190 4.738710
12 O 12.090370 -13.077320 6.839270
13 O 6.013450 -10.456530 9.162990
14 O 8.317380 -9.635280 7.178540
15 O 9.699440 -11.193270 12.835310
16 O 19.811860 -14.898530 7.111730
17 O 8.581120 -9.143630 9.657880
18 O 17.303780 -11.763510 7.463350
19 N 16.149820 -14.136250 11.857410
20 N 11.355840 -16.058850 4.677530
21 N 10.011050 -12.611430 10.991770
22 N 20.663070 -11.033410 4.842460
23 N 8.517300 -11.556510 8.997060
24 N 13.096300 -11.064760 3.678060
25 N 18.727420 -15.886520 9.079350
26 N 13.609670 -6.524290 7.282510
27 C 12.384020 -16.289800 5.713590
28 C 19.379690 -11.478470 4.210870
29 C 14.506440 -10.447170 3.662070
30 C 19.782920 -12.561360 3.300660
31 C 14.364670 -13.026290 5.934460
32 C 12.111820 -6.778590 7.197650
33 C 21.123650 -12.126780 2.709960
34 C 20.788420 -9.574580 5.442720
35 C 15.727190 -7.544090 7.626100
36 C 11.471480 -14.824760 3.822660
37 C 13.612350 -11.765650 8.042790
38 C 18.805420 -15.441010 7.577280
39 C 17.522240 -15.678430 6.849900
40 C 16.004330 -11.881120 7.257200
41 C 13.812250 -16.666900 5.273180
42 C 10.697730 -10.969670 4.511200
43 C 15.685050 -14.077770 14.377930
44 C 15.954210 -12.788050 11.138650
45 C 15.153980 -14.401370 12.928430
46 C 13.498170 -3.944150 6.834270
47 C 21.767760 -11.264420 3.810350
48 C 13.658740 -2.905530 5.655560
49 C 19.256530 -14.847420 10.135600
50 C 19.640140 -9.178880 6.476010
51 C 15.328940 -7.013340 9.006030
52 C 20.916540 -11.988890 6.031960
53 C 11.501690 -12.362160 11.084530
54 C 15.740020 -12.726920 6.166320
55 C 13.239230 -12.719170 7.049860
56 C 8.292100 -13.177330 12.817710
57 C 13.950810 -5.338650 6.308090
58 C 9.302660 -12.183850 12.246200
59 C 14.440850 -7.720810 6.810610
60 C 14.928210 -11.363360 8.153910
61 C 14.007610 -6.436500 8.731930
62 C 19.683200 -7.815340 7.056950
63 C 12.057080 -10.261800 4.461010
64 H 10.154960 -10.523490 5.344510
65 H 12.662980 -11.143660 2.769150
66 H 15.363570 -7.824520 9.733270
67 H 14.501340 -9.613260 2.960160
68 H 21.712870 -12.991370 2.404330
69 H 14.376600 -16.821460 6.192810
70 H 14.542430 -7.766830 5.726330
71 H 19.044030 -13.782630 10.039920
72 H 19.604070 -9.855710 7.329650
73 H 15.250460 -11.226480 3.497180
74 H 10.437290 -16.001870 5.093610
75 H 22.639720 -11.786260 4.204640
76 H 13.371930 -1.885490 5.911190
77 H 14.682140 -2.830760 5.287890
78 H 19.162270 -15.256950 11.141340
79 H 11.903600 -6.980380 6.146920
80 H 11.830650 -12.952920 10.229610
81 H 16.056490 -6.350240 9.474090
82 H 16.698240 -15.358500 7.487690
83 H 16.415190 -6.889310 7.091300
84 H 10.160940 -10.705320 3.600110
85 H 21.089620 -13.008160 5.686650
86 H 19.720430 -6.975550 6.363070
87 H 20.334810 -14.866380 9.977300
88 H 17.493250 -16.755670 6.686140
89 H 20.831090 -8.757330 4.722730
90 H 21.758300 -9.471960 5.929430
91 H 18.739160 -11.693670 5.066150
92 H 16.331990 -8.450470 7.654200
93 H 15.001190 -5.468840 6.047600
94 H 7.597120 -12.585630 13.413520
95 H 12.865660 -11.316970 8.681170
96 H 18.910700 -7.621270 7.801050
97 H 20.880740 -11.510470 1.844370
98 H 13.785490 -8.557070 7.054060
99 H 16.456070 -13.297800 5.593810
100 H 9.792980 -13.586640 10.845100
101 H 16.159230 -13.102150 14.271070
102 H 9.549150 -12.205940 10.190320
103 H 17.803800 -16.119040 9.415470
104 H 10.656370 -12.041400 4.705580
105 H 11.959110 -7.747690 7.672640
106 H 13.290540 -7.094160 9.223230
107 H 17.633500 -15.185600 5.884060
108 H 17.055890 -14.244980 12.290210
109 H 11.493150 -5.968060 7.582860
110 H 16.402180 -14.821220 14.725920
111 H 11.415440 -16.905160 4.129530
112 H 19.023560 -12.913530 2.602490
113 H 11.373530 -14.020400 4.551700
114 H 13.934620 -5.401810 9.066890
115 H 7.830940 -13.860080 12.104060
116 H 16.561070 -11.927570 11.420450
117 H 13.058840 -3.151220 4.779280
118 H 19.284170 -16.716800 9.223420
119 H 20.079790 -11.997500 6.730450
120 H 19.186490 -10.596910 3.599620
121 H 21.844800 -11.681550 6.513610
122 H 20.550160 -7.603070 7.682570
123 H 11.862120 -12.716160 12.050380
124 H 12.406490 -14.959710 3.278930
125 H 14.936200 -13.911300 15.152280
126 H 22.008840 -10.323730 3.315310
127 H 16.274050 -13.178580 10.172580
128 H 10.566780 -14.813110 3.214800
129 H 11.779360 -11.341410 10.821720
130 H 14.138050 -3.672310 7.673770
131 H 14.943920 -12.405180 10.994360
132 H 12.446240 -3.916480 7.118480
133 H 13.258240 -11.987290 4.055980
134 H 13.765900 -17.513810 4.588570
135 H 14.735630 -10.062450 4.655840
136 H 8.876440 -13.812780 13.483180
137 H 19.930030 -13.487560 3.856210
138 H 13.388230 -5.574940 5.404890
139 H 14.287340 -15.750700 4.922510
140 H 16.078570 -14.956850 11.272920
141 H 18.658960 -9.382130 6.046950

Cartesian forces (eV/Å) of the 2 atoms listed first:
Rb -0.1 0.0 -0.5
S -7.3 -2.8 2.4

The value obtained for the gap between HOMO and LUMO is 5.992 eV. For the HOMO energy, the calculation gives -0.6527 hartree. Its electronic energy is -3890.86279 hartree. The net charge is +5. The LUMO energy is -0.4325 Ha.

Atomic partial charges in e from the Löwdin method, atoms 1 to 6:
1 Rb 0.904
2 S 0.566
3 S 0.466
4 F -0.208
5 F -0.229
6 O 0.146